a:
Here is the ion C4H10NOS with charge +1 from the Open Molecules 2025 dataset. Energies are from ωB97M-V/def2-TZVPD.

Cartesian coordinates (Å):
1 C -1.92 -1.25 0.01
2 S -0.91 0.23 -0.12
3 O -1.77 1.40 -0.43
4 N -0.22 0.22 1.35
5 C 1.46 0.33 0.95
6 C 1.51 0.76 -0.45
7 C 0.49 -0.05 -1.17
8 H -2.64 -1.18 -0.88
9 H -2.47 -1.38 0.94
10 H -1.22 -2.10 -0.19
11 H -0.44 1.16 1.84
12 H 1.64 -0.71 1.14
13 H 1.97 1.06 1.63
14 H 1.19 1.72 -0.42
15 H 2.50 0.60 -0.97
16 H 0.23 0.33 -2.17
17 H 0.60 -1.14 -1.08

SMILES: C[S@@]1(=O)=[NH+]CCC1
Frontier orbital gap (hartree): 0.46723
Lowest unoccupied orbital energy (eV): -3.01
Molar mass (g/mol): 120.20
Charge: +1

---

b:
Here is a structure of composition C4H10NOS from the Open Molecules 2025 dataset. Energies are from ωB97M-V/def2-TZVPD.

Cartesian coordinates (Å):
1 O -2.00 -0.28 0.15
2 C -0.90 -0.65 0.47
3 C 0.32 -0.14 -0.07
4 C 1.67 -0.67 0.29
5 C 2.55 0.48 0.56
6 S 4.20 0.14 -0.74
7 N -4.96 0.44 -0.76
8 H -0.78 -1.41 1.26
9 H 0.43 0.80 -0.61
10 H 1.98 -1.40 -0.47
11 H 1.44 -1.33 1.14
12 H 3.08 1.14 -0.29
13 H 3.17 0.45 1.45
14 H 4.83 1.32 -0.50
15 H -5.66 -0.29 -0.75
16 H -4.11 0.00 -0.49
17 H -5.23 1.38 -0.63

Frontier orbital gap (hartree): 0.11572
Lowest unoccupied orbital energy (eV): -8.56
Molar mass (g/mol): 120.20
Charge: +1

---

Which structure is most stable, and how do the rest compare? From most to least stable: a, b.

---

a:
Here is a cluster of 2 separate species, C3H5BrN3 in total from the Open Molecules 2025 dataset. Energies are from ωB97M-V/def2-TZVPD.

Cartesian coordinates (Å):
1 C -0.90 1.46 -0.23
2 C 1.42 1.45 -0.11
3 C -0.78 0.07 -0.32
4 N 0.25 2.12 -0.12
5 N 1.57 0.18 -0.44
6 N 0.42 -0.52 -0.39
7 Br -0.76 -2.66 1.86
8 H -1.84 2.03 -0.53
9 H 2.49 1.99 -0.18
10 H -1.60 -0.64 -0.45
11 H -0.82 -3.99 1.38
12 H 0.55 -1.49 -0.49

Frontier orbital gap (hartree): 0.31321
Lowest unoccupied orbital energy (eV): -6.39
Molar mass (g/mol): 163.00
Charge: +1

---

b:
Here is a cluster of 2 separate species, C3H5BrN3 in total from the Open Molecules 2025 dataset. Energies are from ωB97M-V/def2-TZVPD.

Cartesian coordinates (Å):
1 C -0.59 -0.21 -0.38
2 C 0.57 -2.06 0.08
3 C 0.26 0.58 0.40
4 N -0.49 -1.51 -0.49
5 N 1.48 -1.38 0.77
6 N 1.31 -0.10 0.94
7 Br -1.42 3.05 -1.31
8 H -1.44 0.25 -0.80
9 H 0.75 -3.22 -0.02
10 H 0.16 1.62 0.58
11 H -2.64 2.53 -1.37
12 H 2.05 0.45 1.59

Frontier orbital gap (hartree): 0.31295
Lowest unoccupied orbital energy (eV): -6.23
Molar mass (g/mol): 163.00
Charge: +1

---

Which structure is most stable, and how do the rest compare? From most to least stable: b, a.

---

a:
Here is a cluster of 2 separate species, C7H12Se in total from the Open Molecules 2025 dataset. Energies are from ωB97M-V/def2-TZVPD.

Cartesian coordinates (Å):
1 C -0.93 -0.93 2.31
2 C -0.76 0.19 1.61
3 Se 1.17 0.43 1.24
4 C 1.38 -1.49 1.78
5 C 0.28 -1.72 2.78
6 H -1.86 -1.34 2.60
7 H -1.48 0.89 1.15
8 H 2.37 -1.63 2.07
9 H 1.10 -1.92 0.87
10 H 0.10 -2.73 2.73
11 H 0.41 -1.41 3.78
12 C -0.74 0.04 -2.40
13 C -0.67 1.32 -2.22
14 C 0.43 2.16 -2.77
15 H -0.05 -0.64 -2.94
16 H -1.70 -0.57 -2.14
17 H -1.37 2.02 -1.70
18 H 0.77 1.99 -3.88
19 H 1.34 2.05 -2.11
20 H 0.22 3.29 -2.77

SMILES: C1=C[Se]CC1.C=CC
Frontier orbital gap (hartree): 0.31798
Lowest unoccupied orbital energy (eV): 0.80
Molar mass (g/mol): 175.13
Charge: 0

---

b:
Here is an isolated molecule of C7H12Se from the Open Molecules 2025 dataset. Energies are from ωB97M-V/def2-TZVPD.

Cartesian coordinates (Å):
1 C -1.78 -1.30 0.87
2 C -0.35 -1.17 0.04
3 C -0.58 -0.63 -1.37
4 C 0.71 -0.33 0.81
5 C 0.41 1.12 0.64
6 C 1.41 1.91 0.29
7 C 2.68 1.35 -0.28
8 Se 2.51 -0.63 0.05
9 H -2.32 -0.29 1.03
10 H -1.28 -1.63 1.88
11 H -2.56 -1.96 0.43
12 H 0.10 -2.07 0.00
13 H -1.66 -0.61 -1.51
14 H -0.15 -1.36 -2.04
15 H 0.01 0.31 -1.44
16 H 0.87 -0.67 1.84
17 H -0.35 1.60 1.21
18 H 1.17 2.96 0.18
19 H 2.74 1.46 -1.31
20 H 3.55 1.77 0.24

SMILES: CC(C)[C@@H]1C=CC[Se]1
Frontier orbital gap (hartree): 0.33405
Lowest unoccupied orbital energy (eV): 0.80
Molar mass (g/mol): 175.13
Charge: 0

---

Which structure is most stable, and how do the rest compare? From most to least stable: b, a.

---

a:
Here is an isolated molecule of C2H2O3 from the Open Molecules 2025 dataset. Energies are from ωB97M-V/def2-TZVPD.

Cartesian coordinates (Å):
1 O -1.77 0.06 -0.04
2 C -0.81 -0.70 0.04
3 C 0.57 -0.04 0.05
4 O 1.55 -0.76 -0.04
5 O 0.56 1.28 0.01
6 H -0.93 -1.79 0.08
7 H -0.36 1.54 -0.01

SMILES: O=CC(=O)O
Frontier orbital gap (hartree): 0.36661
Lowest unoccupied orbital energy (eV): -0.75
Molar mass (g/mol): 74.03
Charge: 0

---

b:
Here is a cluster of 2 separate species, C2H2O3 in total from the Open Molecules 2025 dataset. Energies are from ωB97M-V/def2-TZVPD.

Cartesian coordinates (Å):
1 C -0.67 0.28 0.23
2 C -2.58 -0.27 -0.41
3 O -3.53 -0.06 0.22
4 O -0.27 1.46 0.00
5 O 0.24 -0.67 0.23
6 H 0.67 1.70 -0.09
7 H -0.23 -1.53 0.32

Frontier orbital gap (hartree): 0.31395
Lowest unoccupied orbital energy (eV): 0.40
Molar mass (g/mol): 74.03
Charge: 0

---

c:
Here is an isolated molecule of C2H2O3 from the Open Molecules 2025 dataset. Energies are from ωB97M-V/def2-TZVPD.

Cartesian coordinates (Å):
1 C 0.10 0.95 0.13
2 C -0.28 -0.50 0.38
3 O -0.06 1.76 0.96
4 O -0.14 -1.46 -0.46
5 O 0.33 -1.13 -1.61
6 H 0.68 1.02 -0.88
7 H -0.63 -0.65 1.47

Frontier orbital gap (spin up / spin down) (hartree): 0.31213 / 0.30333
Lowest unoccupied orbital energy (spin up / spin down) (eV): -1.71 / -1.72
Molar mass (g/mol): 74.03
Charge: 0

---

Which structure is most stable, and how do the rest compare? From most to least stable: a, b, c.

---

a:
Here is a cluster of 2 separate species, C4H7NO4 in total from the Open Molecules 2025 dataset. Energies are from ωB97M-V/def2-TZVPD.

Cartesian coordinates (Å):
1 N 3.30 -1.17 -4.30
2 O 4.40 -1.29 -4.32
3 C -1.71 -0.76 2.04
4 C -1.27 -0.19 0.70
5 C 0.01 0.62 0.82
6 C 0.43 1.16 -0.51
7 O 0.00 2.22 -0.90
8 O 1.25 0.37 -1.26
9 O 1.53 0.87 -2.43
10 H -2.63 -1.35 1.96
11 H -0.94 -1.41 2.47
12 H -1.90 0.03 2.77
13 H -1.10 -1.00 -0.03
14 H -2.06 0.43 0.26
15 H -0.12 1.46 1.51
16 H 0.83 0.01 1.22

Frontier orbital gap (spin up / spin down) (hartree): 0.43454 / 0.22813
Lowest unoccupied orbital energy (spin up / spin down) (eV): 0.89 / -1.77
Molar mass (g/mol): 133.10
Charge: 0

---

b:
Here is an isolated molecule of C4H7NO4 from the Open Molecules 2025 dataset. Energies are from ωB97M-V/def2-TZVPD.

Cartesian coordinates (Å):
1 N 1.57 1.57 0.14
2 C 0.65 0.46 0.36
3 C -0.63 0.64 -0.44
4 C -1.81 -0.08 0.19
5 O -1.94 -0.32 1.36
6 O -2.75 -0.37 -0.72
7 C 1.30 -0.89 0.08
8 O 2.49 -1.06 -0.06
9 O 0.42 -1.90 0.03
10 H 2.40 1.42 0.70
11 H 1.88 1.54 -0.81
12 H 0.38 0.44 1.43
13 H -0.88 1.70 -0.45
14 H -0.55 0.32 -1.49
15 H -3.48 -0.79 -0.21
16 H 0.94 -2.69 -0.13

SMILES: N[C@@H](CC(=O)O)C(=O)O
Frontier orbital gap (hartree): 0.39304
Lowest unoccupied orbital energy (eV): 0.58
Molar mass (g/mol): 133.10
Charge: 0

---

Which structure is most stable, and how do the rest compare? From most to least stable: b, a.

---

a:
Here is an isolated molecule of C4H7NO4 from the Open Molecules 2025 dataset. Energies are from ωB97M-V/def2-TZVPD.

Cartesian coordinates (Å):
1 C -0.10 -1.69 -1.72
2 O 0.59 -0.71 -0.96
3 C -0.14 0.68 -0.86
4 O -0.02 1.58 -1.65
5 C -1.08 0.40 0.28
6 C 0.00 0.02 1.26
7 O -0.06 -0.66 2.26
8 N 0.98 1.07 1.04
9 O 1.21 1.88 2.18
10 H -0.48 -1.27 -2.66
11 H 0.58 -2.51 -1.96
12 H -0.94 -2.12 -1.17
13 H -1.76 -0.43 0.07
14 H -1.62 1.31 0.56
15 H 1.76 1.20 0.40
16 H 1.09 1.25 2.93

SMILES: COC(=O)CC(=O)NO
Frontier orbital gap (hartree): 0.35483
Lowest unoccupied orbital energy (eV): 0.29
Molar mass (g/mol): 133.10
Charge: 0

---

b:
Here is an isolated molecule of C4H7NO4 from the Open Molecules 2025 dataset. Energies are from ωB97M-V/def2-TZVPD.

Cartesian coordinates (Å):
1 C 0.59 -0.85 1.17
2 C 1.02 0.57 0.74
3 C -0.62 -1.18 0.31
4 C 0.10 0.95 -0.40
5 N 0.32 0.53 -1.69
6 O -0.47 0.99 -2.54
7 O 1.21 -0.29 -1.93
8 O -1.80 -1.12 0.90
9 O -0.79 1.94 -0.26
10 H 1.39 -1.57 0.99
11 H 0.29 -0.89 2.21
12 H 0.87 1.29 1.55
13 H 2.06 0.61 0.41
14 H -0.50 -1.75 -0.60
15 H -2.53 -1.32 0.31
16 H -1.14 2.10 -1.18

Frontier orbital gap (spin up / spin down) (hartree): 0.25376 / 0.29565
Lowest unoccupied orbital energy (spin up / spin down) (eV): -0.75 / 0.08
Molar mass (g/mol): 133.10
Charge: 0

---

c:
Here is an isolated molecule of C4H7NO4 from the Open Molecules 2025 dataset. Energies are from ωB97M-V/def2-TZVPD.

Cartesian coordinates (Å):
1 N 1.61 -0.28 0.78
2 C 0.22 0.25 1.00
3 C -0.21 1.13 -0.21
4 C 0.40 0.62 -1.57
5 O 1.37 1.07 -2.15
6 O -0.30 -0.43 -2.02
7 C -0.80 -0.94 1.16
8 O -0.53 -2.12 1.18
9 O -1.97 -0.43 1.35
10 H 1.46 -1.24 0.50
11 H 2.10 0.22 0.10
12 H 0.19 0.73 2.02
13 H -1.29 1.21 -0.26
14 H 0.39 1.98 -0.11
15 H 0.00 -0.68 -2.92
16 H -2.64 -1.09 1.16

SMILES: N[C@@H](CC(=O)O)C(=O)O
Frontier orbital gap (hartree): 0.37239
Lowest unoccupied orbital energy (eV): 0.45
Molar mass (g/mol): 133.10
Charge: 0

---

Which structure is most stable, and how do the rest compare? From most to least stable: c, a, b.

---

a:
Here is the ion C2HN2O2 with charge -1 from the Open Molecules 2025 dataset. Energies are from ωB97M-V/def2-TZVPD.

Cartesian coordinates (Å):
1 C 0.02 0.64 0.57
2 C 0.53 -1.81 0.56
3 N -0.01 -1.03 -0.18
4 N -0.44 1.28 -0.44
5 O -0.50 2.57 -0.62
6 O 1.11 -2.39 1.44
7 H -0.72 0.75 -1.33

Frontier orbital gap (hartree): 0.28660
Lowest unoccupied orbital energy (eV): 4.05
Molar mass (g/mol): 85.04
Charge: -1

---

b:
Here is a cluster of 2 separate species, C2HN2O2 in total from the Open Molecules 2025 dataset. Energies are from ωB97M-V/def2-TZVPD.

Cartesian coordinates (Å):
1 C -0.29 1.50 0.09
2 C -0.14 0.14 -0.12
3 N -0.31 2.65 0.02
4 N 0.62 -0.99 0.01
5 O 0.29 -2.19 0.04
6 O 1.86 -0.76 -0.05
7 H -2.04 -0.35 0.01

Frontier orbital gap (spin up / spin down) (hartree): 0.29050 / 0.29046
Lowest unoccupied orbital energy (spin up / spin down) (eV): 3.60 / 3.60
Molar mass (g/mol): 85.04
Charge: -1

---

Which structure is most stable, and how do the rest compare? From most to least stable: a, b.

---

a:
Here is an isolated molecule of C4H3NOS from the Open Molecules 2025 dataset. Energies are from ωB97M-V/def2-TZVPD.

Cartesian coordinates (Å):
1 N 3.11 -0.47 -0.19
2 C 1.98 -0.55 -0.08
3 C 0.53 -0.67 0.10
4 C -0.17 0.67 0.02
5 O 0.45 1.71 -0.06
6 C -1.64 0.70 -0.09
7 S -2.64 -0.57 -0.11
8 H 0.32 -1.14 1.09
9 H 0.09 -1.44 -0.64
10 H -2.04 1.75 -0.04

SMILES: N#CCC(=O)C=S
Frontier orbital gap (hartree): 0.28716
Lowest unoccupied orbital energy (eV): -2.12
Molar mass (g/mol): 113.14
Charge: 0

---

b:
Here is an isolated molecule of C4H3NOS from the Open Molecules 2025 dataset. Energies are from ωB97M-V/def2-TZVPD.

Cartesian coordinates (Å):
1 C 1.47 -0.98 -1.93
2 C 0.59 -0.30 -1.41
3 C -0.33 0.84 -1.05
4 S -1.10 1.93 -2.01
5 O -0.70 0.85 0.30
6 N -0.27 -0.19 0.97
7 C -0.46 -0.17 2.21
8 H 2.13 -1.41 -2.64
9 H -0.30 -1.15 2.72
10 H -1.02 0.58 2.84

SMILES: C#CC(=S)ON=C
Frontier orbital gap (hartree): 0.31485
Lowest unoccupied orbital energy (eV): -0.75
Molar mass (g/mol): 113.14
Charge: 0

---

Which structure is most stable, and how do the rest compare? From most to least stable: a, b.